(1)
C3H5N5 as an isolated structure in a non-equilibrium geometry. Source: OMol25; level of theory: ωB97M-V/def2-TZVPD.

Results
HOMO level ... -10.1 eV
Max |F| ... 7.8 eV Å⁻¹
E_tot ... -391.04531 Eh
Energy above the lowest of the compared OMol25 structures with the same formula, charge and spin ... 191.9 kJ/mol
LUMO energy ... 0.022 hartree
Orbital gap ... 10.729 eV
Net charge ... 0

Atoms and positions in Å:
C: -0.20539 1.28277 -0.05103
C: -0.88000 -1.13757 -0.51862
C: 0.73301 -2.12718 0.08780
H: 0.76282 2.72290 0.80442
H: 1.61838 1.30598 0.78428
H: -2.11748 1.30428 -0.26547
H: -1.83023 -0.63211 -0.81374
H: 1.49560 -3.02192 0.18709
N: 1.06498 1.96794 0.23681
N: -1.35188 1.86792 -0.25455
N: 0.02146 -0.24744 0.00190
N: -0.38625 -2.36815 -0.50165
N: 1.07498 -0.91741 0.30277

Atom charges from the Löwdin analysis, given in e for atoms 1 to 8: number 1, C, carries -0.3010; number 2, C, carries -0.1291; number 3, C, carries -0.3209; number 4, H, carries 0.0668; number 5, H, carries 0.0677; number 6, H, carries -0.0130; number 7, H, carries 0.1287; number 8, H, carries 0.1501

---

(2)
A 2-piece molecular cluster, C3H5N5 overall in a non-equilibrium geometry. Source: OMol25; level of theory: ωB97M-V/def2-TZVPD.

Results
HOMO level ... -9.6 eV
Max |F| ... 8.7 eV Å⁻¹
E_tot ... -390.98518 Eh
Energy above the lowest of the compared OMol25 structures with the same formula, charge and spin ... 349.8 kJ/mol
LUMO energy ... 0.018 hartree
Orbital gap ... 10.060 eV
Net charge ... 0

Atoms and positions in Å:
C: 1.41555 0.07781 -0.13799
C: -0.04189 -0.04029 0.10810
C: -1.98591 0.68588 0.03812
H: 1.51935 -1.60912 0.97832
H: 2.89793 -0.74395 0.28255
H: 1.25524 1.86239 -0.16440
H: -2.91626 1.32466 -0.12863
H: -2.79128 -1.12523 -0.57960
N: 2.12843 -1.05085 -0.12478
N: 2.05405 1.23741 -0.22216
N: -0.79410 1.06751 0.19828
N: -2.00393 -0.63141 -0.27124
N: -0.73717 -1.05481 0.02341

Atom charges from the Löwdin analysis, given in e for atoms 1 to 8: number 1, C, carries -0.5015; number 2, C, carries -0.4042; number 3, C, carries -0.1905; number 4, H, carries 0.2623; number 5, H, carries -0.0038; number 6, H, carries 0.0163; number 7, H, carries 0.1509; number 8, H, carries 0.1304

---

(3)
C3H5N5 as an isolated structure in a non-equilibrium geometry. Source: OMol25; level of theory: ωB97M-V/def2-TZVPD.

Results
HOMO level ... -8.6 eV
Max |F| ... 9.0 eV Å⁻¹
E_tot ... -390.74012 Eh
Energy above the lowest of the compared OMol25 structures with the same formula, charge and spin ... 993.2 kJ/mol
LUMO energy ... 0.006 hartree
Orbital gap ... 8.807 eV
Net charge ... 0

Atoms and positions in Å:
C: -1.05516 -2.09714 0.42020
C: 0.26639 -0.33487 -0.19270
C: 1.39111 0.49663 -0.28716
H: -0.62662 -3.02733 1.42862
H: -1.91317 -0.93559 0.80939
H: -1.37796 -2.49683 -0.99529
H: 2.51734 0.19900 -0.82570
H: 0.43581 3.36037 0.03987
N: 0.21451 -1.52905 -0.14413
N: 1.52988 1.81791 -0.23322
N: 0.41062 2.39001 -0.02700
N: -0.83134 1.66376 -0.05135
N: -0.96143 0.49313 0.05846

Atom charges from the Löwdin analysis, given in e for atoms 1 to 8: number 1, C, carries -0.1802; number 2, C, carries -0.4639; number 3, C, carries -0.0943; number 4, H, carries 0.1531; number 5, H, carries 0.1650; number 6, H, carries 0.1723; number 7, H, carries 0.1750; number 8, H, carries 0.1141

---

(4)
One molecule with the formula C3H5N5 in a non-equilibrium geometry. Source: OMol25; level of theory: ωB97M-V/def2-TZVPD.

Results
HOMO level ... -8.6 eV
Max |F| ... 4.1 eV Å⁻¹
E_tot ... -391.01493 Eh
Energy above the lowest of the compared OMol25 structures with the same formula, charge and spin ... 271.7 kJ/mol
LUMO energy ... 0.024 hartree
Orbital gap ... 9.264 eV
Net charge ... 0
Structure (SMILES) ... [H]/N=c1/ncn(/C=N/[H])[nH]1

Atoms and positions in Å:
C: 0.14808 1.81077 -0.14624
C: 0.48527 -0.49505 -1.20639
C: -0.23122 -1.74874 0.41075
H: 0.10074 3.37377 -1.24029
H: -0.07403 2.42352 0.69967
H: 0.94989 -0.04553 -2.12115
H: -0.62184 -2.68573 2.01992
H: -0.28397 -0.43000 1.89478
N: 0.18430 2.40645 -1.21654
N: 0.16296 0.38499 -0.05779
N: 0.18330 -1.67773 -0.93539
N: -0.50723 -2.84875 0.99659
N: -0.49625 -0.46797 0.90207

Atom charges from the Löwdin analysis, given in e for atoms 1 to 8: number 1, C, carries -0.2564; number 2, C, carries -0.0855; number 3, C, carries -0.5217; number 4, H, carries 0.0295; number 5, H, carries 0.1103; number 6, H, carries 0.1418; number 7, H, carries 0.0496; number 8, H, carries 0.1418

---

Question: Among the records above, which one has the lowest energy above the lowest of the compared OMol25 structures with the same formula, charge and spin?
Answer: number 1